1.
Below is the ion C4H11N4O with charge +1 in a non-equilibrium geometry, with properties calculated with ωB97M-V with the def2-TZVPD basis set.

```
20
Properties=species:S:1:pos:R:3:forces:R:3:lowdin_charge:R:1
C -2.042 0.830 0.108 -1.291 -1.122 -1.454 -0.080
C 1.843 -0.390 0.043 0.219 -0.206 -0.173 -0.125
C -3.464 1.066 -0.238 -1.458 -1.682 2.496 -0.056
C 4.292 0.025 -0.073 1.463 -1.547 0.499 -0.046
N -0.393 -0.862 0.242 2.277 -3.692 0.458 0.050
N -1.581 -0.372 0.120 -2.357 -0.210 0.957 -0.250
N -2.546 -1.402 0.210 -1.290 0.935 1.614 0.110
N 2.885 0.404 0.112 -0.205 0.262 -1.550 0.045
O 0.673 0.073 0.051 -1.505 2.854 -0.162 0.037
H -1.282 1.492 -0.045 1.606 2.277 0.106 0.095
H 1.891 -1.448 -0.070 0.609 -0.949 0.385 0.164
H -3.929 0.117 -0.645 0.533 1.235 0.566 0.097
H -3.617 1.827 -0.930 0.032 1.542 -1.158 0.050
H -4.030 1.359 0.722 0.568 -0.433 -1.438 0.118
H 4.652 -0.510 0.882 -0.049 1.944 -1.022 0.125
H 4.517 -0.826 -0.753 -0.993 0.694 -0.302 0.095
H 4.835 0.926 -0.518 -0.463 -1.338 1.376 0.125
H -3.158 -1.376 1.101 1.910 -0.017 -2.013 0.177
H -2.269 -2.298 -0.125 0.724 -0.377 0.055 0.100
H 2.724 1.365 -0.195 -0.331 -0.170 0.761 0.171
```
Forces are in eV/Å.

## Properties
Orbital gap in eV: 8.20
Strongest force on any atom in eV/Å: 4.36
Relative energy (zero: lowest compared OMol25 entry of this formula, charge and spin) in eV: 5.784
Total charge: +1
LUMO level in eV: -3.657
HOMO energy in eV: -11.86

2.
Below is an isolated molecule of C9H13NO2S in a non-equilibrium geometry, with properties calculated with ωB97M-V with the def2-TZVPD basis set.

```
26
Properties=species:S:1:pos:R:3:forces:R:3:lowdin_charge:R:1
C -1.707 1.340 -1.748 2.140 -0.003 -0.571 -0.367
C -0.695 1.086 -3.960 -1.000 0.350 1.185 -0.437
C -0.312 0.929 -1.769 -2.467 -0.032 1.280 -0.305
C -1.292 -2.254 -0.843 -2.757 -0.278 3.741 0.038
C 0.139 -1.376 0.794 0.868 1.719 3.843 -0.153
C 0.577 0.467 -0.753 -1.075 1.093 -2.692 -0.287
C 0.367 0.196 0.649 -0.204 -0.977 -0.232 -0.491
C -0.796 1.026 1.198 -1.481 -2.901 0.218 -0.020
C 1.682 0.501 1.361 -3.088 2.112 0.084 -0.019
N 0.149 0.777 -3.044 0.857 0.055 -0.890 -0.005
O -1.149 -1.759 0.445 0.205 -0.843 -1.472 -0.157
O 1.744 0.101 -1.277 1.957 1.365 -1.945 0.027
S -2.216 1.617 -3.346 0.006 -0.160 -0.548 0.986
H -2.263 1.873 -1.024 -0.305 -0.125 0.949 0.036
H -0.540 1.007 -5.000 0.348 -0.086 -0.936 0.061
H -2.330 -2.286 -1.074 -0.571 -0.327 -0.318 0.061
H -0.635 -2.018 -1.552 2.933 0.929 -2.600 0.018
H 0.992 -1.956 0.323 -1.164 0.499 0.592 0.157
H 0.154 -1.370 2.018 0.175 -1.020 -2.815 0.176
H -0.542 0.970 2.254 -0.619 0.917 0.372 0.077
H -1.843 0.417 1.085 2.481 1.889 -0.043 0.146
H -0.747 2.006 0.727 -0.421 0.070 0.526 0.085
H 1.865 1.555 1.395 -0.009 0.838 -0.077 0.102
H 2.396 0.101 0.806 3.518 -1.905 -2.013 0.035
H 1.694 0.167 2.332 -0.037 -1.026 2.360 0.065
H 1.832 0.670 -2.157 -0.293 -2.152 2.000 0.170
```
Forces are in eV/Å.

## Properties
2S+1: 3
Orbital gap (spin up / spin down) in eV: 7.02 / 9.45
Strongest force on any atom in eV/Å: 4.66
Relative energy (zero: lowest compared OMol25 entry of this formula, charge and spin) in eV: 0.000
Total charge: 0
LUMO level (spin up / spin down) in eV: 0.682 / 0.152
HOMO energy (spin up / spin down) in eV: -6.34 / -9.30

3.
Below is a cluster of 2 separate species, H2N4O2 in total in a non-equilibrium geometry, with properties calculated with ωB97M-V with the def2-TZVPD basis set.

```
8
Properties=species:S:1:pos:R:3:forces:R:3:lowdin_charge:R:1
N 2.692 -0.207 0.540 -2.196 2.017 1.608 0.062
N 1.584 -0.053 -0.109 2.684 -1.629 -1.239 -0.074
N 0.645 0.725 0.019 -4.532 1.700 -0.498 -0.090
N -0.478 1.103 -0.198 4.277 -0.780 1.033 0.195
O -3.023 -0.021 0.081 0.524 -1.809 -2.437 -0.078
O -1.765 -0.307 0.460 -0.050 -0.210 0.744 -0.190
H 3.392 -0.655 -0.008 -0.117 -0.903 -1.107 0.028
H -3.047 -0.585 -0.786 -0.590 1.615 1.896 0.148
```
Forces are in eV/Å.

## Properties
Orbital gap (spin up / spin down) in eV: 7.91 / 8.83
Strongest force on any atom in eV/Å: 4.87
Relative energy (zero: lowest compared OMol25 entry of this formula, charge and spin) in eV: 6.609
Total charge: 0
LUMO level (spin up / spin down) in eV: -0.899 / -0.895
HOMO energy (spin up / spin down) in eV: -8.81 / -9.73

4.
Below is a structure of composition C32H53O18S4V2 in a non-equilibrium geometry, with properties calculated with ωB97M-V with the def2-TZVPD basis set.

```
109
Properties=species:S:1:pos:R:3:forces:R:3:lowdin_charge:R:1
O 3.688 -2.263 2.612 -0.008 -0.058 -3.158 -0.297
V 3.251 -2.372 1.056 -3.298 2.196 2.865 1.005
O 1.905 -3.142 1.137 0.739 -0.108 -0.197 -0.230
O 4.984 -0.580 -2.678 -0.919 0.024 2.732 -0.298
V 4.125 -0.206 -1.355 -0.649 4.510 -2.116 0.988
O 4.649 1.239 -0.858 -0.838 -3.546 -1.097 -0.222
C 0.118 0.168 -0.291 -0.132 -0.436 -0.384 -0.030
C 1.214 0.377 0.757 -1.091 0.396 -1.025 -0.502
C 0.634 0.038 2.116 0.484 0.480 0.223 -0.043
O 2.409 -0.291 0.422 4.045 -4.176 -0.581 -0.326
H -0.620 0.951 -0.115 -0.109 0.039 -0.308 0.084
H -0.409 -0.786 -0.271 -0.056 -0.220 0.845 0.070
H 0.450 0.137 -1.329 0.352 0.801 0.042 0.058
H 1.546 1.408 0.630 -0.402 0.446 0.642 0.136
H -0.181 0.706 2.394 -0.120 0.011 -0.433 0.067
H 1.363 0.203 2.909 0.184 -0.469 0.077 0.085
H 0.215 -0.968 2.093 0.344 -0.114 0.194 0.058
C 4.901 1.118 2.965 0.610 -0.842 -0.895 -0.201
C 5.176 0.866 4.428 -0.347 -0.814 -1.611 -0.223
O 4.852 2.087 4.960 0.268 3.509 1.346 -0.191
S 5.515 3.376 4.036 1.441 -1.833 1.329 0.765
O 6.914 3.670 4.447 -3.920 -1.101 -1.388 -0.246
O 4.550 4.425 3.932 0.749 -0.896 0.183 -0.221
O 5.434 2.408 2.732 0.636 1.587 -0.524 -0.205
H 3.864 1.008 2.648 -0.315 0.638 0.431 0.113
H 5.420 0.429 2.298 0.462 0.025 0.081 0.116
H 6.226 0.617 4.582 -0.068 -0.317 0.264 0.140
H 4.445 0.113 4.722 0.390 -0.010 0.724 0.140
O -5.371 1.217 -1.923 0.700 -0.888 0.946 -0.304
S -4.034 1.018 -2.421 -0.164 1.042 -1.150 0.668
O -3.154 -0.124 -2.077 -1.975 2.775 -1.053 -0.306
O -4.270 1.046 -4.044 1.058 -0.795 0.231 -0.301
C -5.308 1.897 -4.622 -0.864 0.476 1.653 -0.260
C -5.544 1.613 -6.059 0.700 -0.283 -1.656 -0.070
C -3.217 2.682 -2.222 1.601 -2.182 0.713 -0.085
H -5.044 2.943 -4.465 0.270 0.020 0.043 0.119
H -6.227 1.744 -4.057 0.143 -0.187 0.117 0.113
H -6.575 1.660 -6.411 -0.178 -0.129 0.645 0.086
H -5.150 0.635 -6.335 -0.118 -0.117 0.077 0.084
H -5.045 2.329 -6.711 0.330 0.016 0.092 0.077
H -3.887 3.497 -1.947 -0.031 -0.304 -0.662 0.080
H -2.456 2.741 -3.000 -0.849 0.661 -0.852 0.066
H -2.467 2.549 -1.443 -0.494 -0.102 0.900 0.040
O 2.665 -2.862 -4.032 -0.297 0.369 1.614 -0.239
S 2.922 -3.386 -2.714 0.143 -3.371 -1.889 0.710
O 2.963 -2.536 -1.529 0.120 0.912 0.875 -0.394
O 1.945 -4.722 -2.486 2.411 1.413 1.621 -0.226
C 0.530 -4.564 -2.554 -2.455 0.952 -1.217 -0.249
C -0.222 -3.775 -1.474 1.844 1.214 0.104 -0.047
C 4.498 -4.251 -2.804 -0.341 0.159 0.029 -0.079
H -0.070 -5.474 -2.570 1.424 -0.935 -0.214 0.132
H 0.470 -4.157 -3.564 -1.071 0.374 0.056 0.113
H 0.058 -2.725 -1.547 -0.254 0.293 -0.088 0.055
H 0.162 -4.040 -0.489 -0.345 -0.447 0.085 0.068
H -1.309 -3.836 -1.520 0.219 -0.356 -0.210 0.099
H 4.972 -4.385 -1.832 -0.428 -0.230 0.042 0.075
H 5.173 -3.630 -3.393 -0.285 0.131 -0.165 0.082
H 4.294 -5.190 -3.319 0.153 0.050 0.138 0.087
O 2.204 2.370 -4.297 -0.148 -2.935 1.421 -0.255
S 2.174 0.921 -4.038 -1.315 1.825 -4.466 0.728
O 2.494 0.354 -2.741 -0.093 -0.054 0.737 -0.354
O 0.689 0.308 -4.462 1.390 -0.506 1.706 -0.270
C 0.190 0.456 -5.840 -0.346 1.764 -0.383 -0.215
C -1.339 0.184 -5.903 0.593 -0.630 1.669 -0.034
C 3.153 0.150 -5.356 0.005 0.943 0.752 -0.092
H 0.760 -0.113 -6.574 -0.012 -0.504 0.427 0.112
H 0.452 1.501 -6.005 -0.519 0.164 -0.695 0.110
H -1.847 0.114 -6.865 0.688 0.372 -0.204 0.089
H -1.907 0.827 -5.230 0.185 0.509 -0.310 0.058
H -1.517 -0.775 -5.417 0.154 -0.376 -0.159 0.079
H 2.981 0.708 -6.276 -0.695 -0.148 0.079 0.081
H 2.852 -0.897 -5.391 0.582 0.087 -0.047 0.060
H 4.189 0.429 -5.163 0.158 -0.780 0.444 0.078
C -1.270 3.822 1.930 1.790 -1.589 -0.313 -0.067
C 0.077 3.518 2.324 -4.837 -0.894 1.164 -0.112
C 1.105 4.282 1.963 1.227 -0.913 1.628 -0.109
C 0.876 5.358 1.154 2.486 -0.225 -1.718 -0.088
C -0.298 5.436 0.498 -2.031 1.721 -0.005 -0.100
C -1.413 4.735 0.939 -0.656 0.419 -0.228 -0.114
H -2.056 3.146 2.230 -0.290 0.275 0.323 0.100
H 0.042 2.757 3.090 1.059 -0.238 0.027 0.096
H 1.988 3.928 2.476 0.913 0.971 -0.456 0.106
H 1.740 5.896 0.792 -0.048 0.545 0.176 0.113
H -0.537 6.244 -0.178 0.513 0.070 -0.367 0.106
H -2.387 5.008 0.562 -0.123 -0.141 -0.224 0.102
C -5.103 0.693 2.894 -0.472 -0.322 0.940 -0.073
C -4.396 0.232 4.041 -2.442 1.318 -1.695 -0.079
C -3.345 -0.600 3.868 2.101 -0.057 0.391 -0.117
C -2.796 -0.796 2.600 -2.001 -0.045 -1.459 -0.074
C -3.574 -0.371 1.486 2.472 -0.313 0.358 -0.090
C -4.712 0.368 1.613 0.045 0.334 0.452 -0.101
H -6.056 1.191 2.995 0.105 0.479 0.343 0.100
H -4.755 0.580 4.999 0.069 -0.383 0.212 0.105
H -2.868 -0.964 4.766 0.304 -0.113 -0.095 0.090
H -1.887 -1.328 2.361 0.008 -0.179 0.493 0.073
H -3.176 -0.484 0.488 0.138 -0.371 -0.134 0.073
H -5.168 0.757 0.715 -0.483 -0.083 0.110 0.090
C -1.898 -3.263 4.823 1.502 -0.126 -1.228 -0.120
C -0.488 -3.017 4.832 -1.387 -0.627 0.386 -0.057
C 0.247 -3.363 5.967 0.419 0.636 -0.748 -0.111
C -0.374 -3.865 7.075 -0.980 -0.294 -0.614 -0.098
C -1.762 -4.018 7.026 0.840 -0.391 1.923 -0.089
C -2.550 -3.739 5.925 0.596 0.248 1.496 -0.093
H -2.475 -3.231 3.911 0.158 0.661 -0.205 0.092
H -0.017 -2.574 3.967 0.084 -0.134 -0.125 0.076
H 1.317 -3.253 6.070 0.197 0.293 -0.589 0.098
H 0.257 -4.149 7.904 -0.418 -0.044 0.333 0.105
H -2.140 -4.364 7.976 -0.782 -0.106 -0.100 0.100
H -3.622 -3.756 6.059 -0.100 -0.366 -0.508 0.111
```
Forces are in eV/Å.

## Properties
Orbital gap in eV: 4.13
Strongest force on any atom in eV/Å: 5.84
Total charge: +1
LUMO level in eV: -6.446
HOMO energy in eV: -10.58

5.
Below is a cluster of 3 separate species, C5H17N2O2 in total in a non-equilibrium geometry, with properties calculated with ωB97M-V with the def2-TZVPD basis set.

```
26
Properties=species:S:1:pos:R:3:forces:R:3:lowdin_charge:R:1
N 1.624 0.378 1.446 0.294 0.157 -0.165 0.244
C 0.423 0.356 0.551 0.007 -0.105 -0.222 -0.280
C -0.680 -0.540 1.110 -1.111 -0.597 0.143 -0.091
C -1.718 -0.915 0.082 1.768 0.559 0.772 0.058
C -2.999 -0.400 0.161 -0.395 -0.356 -0.748 0.294
C 0.956 0.037 -0.844 0.143 -0.014 0.372 -0.232
N 1.799 1.145 -1.204 -0.091 0.426 0.270 0.041
H 2.315 0.953 0.928 0.036 0.009 -0.056 0.171
H 1.470 0.802 2.362 -0.021 -0.098 0.074 0.189
H 2.043 -0.550 1.548 -0.077 -0.076 0.185 0.184
H 0.068 1.373 0.502 -0.240 0.319 0.188 0.124
H -0.293 -1.511 1.468 0.217 -0.025 -0.251 0.148
H -1.219 -0.098 1.944 0.284 0.359 0.221 0.134
H -1.280 -1.520 -0.707 -0.801 -0.069 -0.320 0.130
H -3.432 -0.125 1.121 -0.011 0.053 -0.122 0.133
H -3.575 -0.265 -0.764 -0.003 -0.034 0.403 0.137
H 0.125 -0.196 -1.526 0.025 0.139 -0.028 0.127
H 1.588 -0.840 -0.746 -0.131 -0.465 -0.360 0.119
H 1.304 2.036 -1.156 0.046 -0.244 -0.348 0.075
H 2.233 1.035 -2.109 0.219 0.029 0.027 0.111
H -1.247 3.437 -0.431 0.096 0.146 -0.160 0.073
H -1.056 2.920 -1.865 0.085 0.136 0.139 0.077
O -0.729 2.816 -0.959 -0.323 -0.205 0.002 -0.043
H 0.023 -3.394 -0.552 0.050 -0.308 0.051 0.047
H 1.480 -3.734 -0.376 0.077 -0.039 0.197 0.075
O 0.777 -3.200 0.017 -0.141 0.304 -0.265 -0.042
```
Forces are in eV/Å.

## Properties
2S+1: 2
Orbital gap (spin up / spin down) in eV: 8.34 / 4.81
Strongest force on any atom in eV/Å: 2.01
Relative energy (zero: lowest compared OMol25 entry of this formula, charge and spin) in eV: 1.553
Total charge: +2
LUMO level (spin up / spin down) in eV: -8.735 / -12.146
HOMO energy (spin up / spin down) in eV: -17.07 / -16.96

6.
Below is a structure of composition C23H26AsCeN4O7S3 in a non-equilibrium geometry, with properties calculated with ωB97M-V with the def2-TZVPD basis set.

```
65
Properties=species:S:1:pos:R:3:forces:R:3:lowdin_charge:R:1
Ce 0.794 0.329 -0.719 -2.973 1.238 -3.690 0.691
C -1.291 -2.324 -0.637 -0.017 -0.032 0.069 -0.073
N -1.659 -0.907 -0.822 -0.157 -0.074 0.022 -0.200
C -2.443 -0.473 0.362 -0.080 0.356 -0.231 -0.142
C -3.015 0.927 0.179 0.222 -0.193 0.126 -0.180
N -1.991 1.952 0.142 -0.107 0.112 0.178 -0.166
C -2.511 3.133 -0.557 -0.102 -0.020 -0.103 -0.120
C -1.432 2.374 1.383 0.064 0.195 0.203 -0.283
C -2.006 2.088 2.615 -0.074 -0.039 -0.036 -0.045
C -1.510 2.654 3.786 0.014 0.010 0.075 -0.116
C -0.461 3.551 3.720 -0.015 0.025 0.075 -0.122
C 0.158 3.797 2.502 -0.149 -0.107 0.005 -0.137
C -0.260 3.171 1.330 -0.007 0.163 -0.121 -0.595
S 0.682 3.344 -0.146 -0.097 0.276 -0.119 0.636
C -2.427 -0.741 -2.055 0.040 0.047 -0.280 -0.274
C -3.519 -1.575 -2.272 -0.094 -0.077 0.058 -0.054
C -4.317 -1.476 -3.399 -0.071 -0.026 -0.006 -0.123
C -4.008 -0.511 -4.351 0.015 0.029 0.001 -0.126
C -2.928 0.323 -4.154 -0.052 -0.094 0.064 -0.134
C -2.109 0.258 -3.005 0.062 0.023 -0.002 -0.602
S -0.861 1.452 -2.844 -0.139 0.173 -0.119 0.605
H -2.163 -2.942 -0.385 0.002 0.028 0.023 0.081
H -0.562 -2.412 0.166 -0.011 -0.015 0.027 0.070
H -0.842 -2.700 -1.551 0.035 0.000 0.015 0.088
H -1.794 -0.512 1.240 -0.023 -0.094 0.045 0.103
H -3.281 -1.167 0.527 0.055 -0.041 0.054 0.123
H -3.781 1.124 0.946 -0.018 -0.052 -0.005 0.114
H -3.524 0.956 -0.783 -0.062 0.038 -0.006 0.116
H -3.384 3.541 -0.020 0.009 -0.042 0.026 0.091
H -2.790 2.857 -1.571 -0.002 -0.022 -0.021 0.048
H -1.738 3.893 -0.621 0.023 -0.002 -0.031 0.035
H -2.857 1.424 2.688 0.030 -0.026 -0.032 0.095
H -1.952 2.384 4.739 -0.028 0.051 -0.002 0.086
H -0.092 4.029 4.621 0.053 -0.050 -0.001 0.090
H 1.028 4.438 2.454 0.019 0.017 -0.006 0.089
H -3.770 -2.327 -1.532 0.051 0.020 0.006 0.099
H -5.161 -2.144 -3.532 0.013 -0.004 0.007 0.081
H -4.614 -0.413 -5.246 0.029 -0.006 -0.013 0.086
H -2.670 1.075 -4.888 -0.032 0.005 -0.016 0.082
O 3.383 -1.527 -1.710 0.135 0.317 0.702 -0.283
As 3.146 -1.268 0.088 2.866 -2.157 -0.986 0.847
O 4.312 -2.207 0.727 0.097 0.135 0.299 -0.463
O 1.536 -1.645 0.228 -0.371 -0.239 0.134 -0.512
C 3.494 0.668 -0.167 0.041 -0.054 0.197 -0.301
C 3.973 1.183 -1.372 0.243 -0.045 0.087 -0.068
C 4.255 2.542 -1.464 0.075 0.015 0.100 -0.060
C 4.075 3.382 -0.374 -0.019 -0.103 0.042 -0.091
C 3.508 2.891 0.794 0.282 -0.044 0.234 -0.107
C 3.233 1.540 0.885 -0.252 -0.284 -0.001 -0.302
S 2.228 0.782 2.149 0.856 0.684 1.735 0.495
O 2.156 1.621 3.316 -0.066 0.172 -0.345 -0.270
O 2.876 -0.497 2.385 -0.206 -0.006 -0.289 -0.319
O 0.932 0.626 1.442 0.181 0.350 2.498 -0.496
H 2.954 -2.362 -1.923 -0.174 0.112 -0.101 0.032
H 4.160 0.518 -2.203 -0.119 -0.021 -0.012 0.110
H 4.621 2.943 -2.401 0.032 -0.001 0.011 0.104
H 4.299 4.437 -0.455 -0.036 0.015 -0.022 0.104
H 3.273 3.534 1.630 -0.038 0.029 -0.026 0.108
O 0.388 -2.776 -4.272 0.010 0.057 0.059 -0.010
C 0.594 -1.899 -3.472 0.069 0.066 -0.034 -0.521
N 0.805 -1.043 -2.679 -0.034 -0.759 -0.584 -0.044
N -0.507 -1.341 3.308 0.022 -0.154 -0.008 0.038
H -0.019 -1.809 2.544 0.045 0.074 0.093 0.004
H -0.333 -0.354 3.146 -0.073 0.094 -0.008 -0.017
H 0.027 -1.564 4.141 0.006 -0.042 -0.017 0.009
```
Forces are in eV/Å.

## Properties
2S+1: 2
Orbital gap (spin up / spin down) in eV: 6.09 / 6.10
Strongest force on any atom in eV/Å: 4.90
Relative energy (zero: lowest compared OMol25 entry of this formula, charge and spin) in eV: 3.177
Total charge: -2
LUMO level (spin up / spin down) in eV: 4.483 / 4.483
HOMO energy (spin up / spin down) in eV: -1.61 / -1.62